(1)
Density functional theory data (the ωB97M-V functional and the def2-TZVPD basis) for C5H6N2O as an isolated structure.

Charge: 0
Molar mass, g mol⁻¹: 110.12
Energy above the lowest of the compared OMol25 structures with the same formula, charge and spin, kcal/mol: 163.6

Geometry as XYZ:
```
14
C5H6N2O (the ωB97M-V functional and the def2-TZVPD basis)
C 0.68474 0.02448 1.52957
C 0.21671 0.53658 -1.05956
C -0.60133 -1.57638 -0.16903
C 0.13502 -0.31026 0.19375
C -0.04472 1.81772 -1.31463
O 0.70191 -0.43953 -1.74043
N 0.74134 -1.30691 -0.58496
N -1.76157 -1.49600 0.30392
H -2.32241 -2.30460 0.01690
H 0.02441 0.73184 2.04054
H 1.67727 0.47766 1.44000
H 0.76376 -0.86605 2.16258
H -0.39755 2.47613 -0.53040
H 0.18241 2.23530 -2.28828
```

---

(2)
Density functional theory data (the ωB97M-V functional and the def2-TZVPD basis) for a 3-piece molecular cluster, C2H8NO4 overall.

Charge: -1
Molar mass, g mol⁻¹: 110.09
Energy above the lowest of the compared OMol25 structures with the same formula, charge and spin, kcal/mol: 9.6

Geometry as XYZ:
```
15
C2H8NO4 (the ωB97M-V functional and the def2-TZVPD basis)
C -2.21826 0.49351 0.03585
N -0.77259 0.37458 -0.06378
C -0.24762 0.51820 -1.41041
O 0.82173 -0.14520 -1.62224
O -0.92241 1.10476 -2.25608
H -2.69030 0.39004 -0.94444
H -2.56612 1.45437 0.41448
H -2.68238 -0.25095 0.68754
H -0.51980 -0.54163 0.26900
H 1.66555 0.80232 1.44276
H 2.32708 -0.37769 1.91536
O 2.53630 0.56506 1.79988
H 1.25194 -0.92066 -0.27581
H 2.27722 -1.91812 -0.35152
O 1.73966 -1.54859 0.35941
```

---

Looking at highest occupied orbital energy for the records above, in order, we have -8.29 -4.93 eV.
Looking at LUMO for the records above, in order, we have 0.010 0.145 Ha.